DFT (wB97M-V/def2-TZVPD) results for a cluster of 2 separate species, CH2N2OS2 in total at a distorted geometry.

Geometry (Å):
C -0.61 -1.03 0.33
N 0.62 1.58 -1.69
N 0.72 2.10 -0.73
O 0.65 1.08 -2.73
S 0.19 -2.07 1.41
S -1.03 0.52 0.78
H 0.05 -3.18 0.80
H -0.58 1.01 1.83

Output
2S+1   1
Charge   0
Energy   -1020.26233 Ha
HOMO   -0.333 Eh
Energy above the lowest of the compared OMol25 structures with the same formula, charge and spin   81.6 kcal per mole

Here are the Löwdin charges for atoms 1 to 2, given in e: number 1, C, carries -0.967; number 2, N, carries -0.338

***

DFT (wB97M-V/def2-TZVPD) results for a structure of composition C32H57AsN3O6PS3Si3Ti at a distorted geometry.

Geometry (Å):
Ti -1.11 -0.35 0.47
O -3.71 -0.01 3.06
S -3.04 0.38 1.86
O -3.58 1.60 1.28
O -1.57 0.62 2.09
O -3.01 -0.72 0.85
C -2.46 -2.82 3.97
C -1.32 -2.03 3.89
C -0.65 -1.89 2.68
C -1.14 -2.52 1.53
C -2.25 -3.36 1.64
C -2.91 -3.49 2.85
N -0.54 -2.28 0.27
C 0.32 -3.29 -0.11
C 0.94 -3.33 -1.38
C 1.78 -4.36 -1.73
C 2.05 -5.41 -0.87
C 1.45 -5.39 0.38
C 0.61 -4.37 0.75
H -2.98 -2.91 4.91
H -0.94 -1.53 4.77
H 0.28 -1.32 2.62
H -2.59 -3.89 0.76
H -3.79 -4.12 2.91
H 0.78 -2.54 -2.09
H 2.24 -4.34 -2.72
H 2.71 -6.21 -1.16
H 1.64 -6.19 1.08
H 0.20 -4.38 1.75
C -1.74 4.54 -1.60
Si -3.32 3.54 -2.15
C -3.85 4.61 -3.75
C -4.64 4.06 -0.82
As -2.25 1.30 -0.97
Si -1.42 0.89 -3.23
C -0.58 -0.84 -3.10
C 0.06 2.05 -3.75
C -2.40 0.78 -4.92
Si -4.20 0.01 -1.24
C -3.77 -1.83 -1.69
C -5.66 -0.01 0.02
C -5.23 0.59 -2.79
H -1.73 5.60 -1.83
H -0.86 4.07 -2.03
H -1.66 4.42 -0.52
H -3.99 5.66 -3.50
H -4.77 4.25 -4.19
H -3.08 4.55 -4.51
H -4.48 5.06 -0.45
H -4.53 3.36 0.01
H -5.67 4.00 -1.17
H -0.82 -1.23 -2.11
H 0.51 -0.74 -3.16
H -0.89 -1.57 -3.84
H 0.68 2.25 -2.88
H -0.30 3.00 -4.13
H 0.69 1.60 -4.51
H -3.12 -0.02 -4.90
H -1.73 0.61 -5.76
H -2.93 1.71 -5.11
H -2.84 -2.13 -1.19
H -3.64 -1.97 -2.76
H -4.55 -2.51 -1.34
H -5.35 -0.48 0.94
H -6.55 -0.52 -0.37
H -5.94 1.01 0.26
H -4.58 1.02 -3.54
H -5.94 1.36 -2.51
H -5.78 -0.22 -3.23
N -0.26 2.70 0.93
C 0.73 1.98 0.28
C 1.81 2.66 -0.25
C 2.78 1.99 -1.00
C 2.63 0.60 -1.11
C 1.57 -0.03 -0.52
N 0.54 0.63 0.12
H 0.07 3.53 1.38
H -0.87 2.12 1.52
H 1.86 3.73 -0.10
H 3.61 2.51 -1.44
H 3.36 0.01 -1.63
H 1.52 -1.10 -0.52
C 7.63 -0.22 1.29
C 6.55 -1.23 0.91
C 5.51 -0.60 0.00
O 6.02 -1.80 2.08
P 4.65 -1.47 2.90
S 4.97 -2.32 4.65
S 3.04 -1.92 1.85
O 4.85 0.19 2.98
C 4.09 1.06 3.78
C 2.59 0.78 3.71
C 4.59 1.02 5.22
H 8.08 0.21 0.40
H 8.41 -0.69 1.89
H 7.17 0.58 1.88
H 7.02 -2.08 0.38
H 5.05 0.25 0.50
H 4.74 -1.32 -0.22
H 5.99 -0.26 -0.92
H 4.28 2.06 3.35
H 2.40 -0.21 4.12
H 2.25 0.79 2.68
H 2.05 1.52 4.29
H 4.44 0.01 5.61
H 4.06 1.73 5.84
H 5.66 1.24 5.24

Output
2S+1   3
Charge   -2
Energy   -7359.17765 Ha
HOMO (spin up / spin down)   -0.036 / -0.096 Eh
Energy above the lowest of the compared OMol25 structures with the same formula, charge and spin   67.4 kcal per mole
<S²>   2.024

Here are the Löwdin charges for atoms 1 to 2, given in e: number 1, Ti, carries 0.659; number 2, O, carries -0.260

***

DFT (wB97M-V/def2-TZVPD) results for a structure of composition C61H63As3F6N4O11SSn.

Geometry (Å):
Sn 0.60 -0.22 -0.24
C 0.37 -3.39 3.64
As -0.46 -1.94 2.60
C -1.27 -3.14 1.27
C -1.87 -1.53 3.96
C -3.39 -1.45 3.71
C -3.93 -2.76 3.10
C -3.75 -0.24 2.85
As -2.80 0.09 1.13
C -3.54 1.89 0.96
C -4.11 -0.74 -0.09
C -4.01 -1.27 5.12
As -5.89 -0.81 5.52
C -6.99 -1.51 4.05
C -5.95 1.08 4.99
H -0.36 -4.17 3.87
H 0.78 -2.99 4.57
H 1.19 -3.82 3.05
H -1.62 -4.08 1.70
H -0.49 -3.33 0.54
H -2.09 -2.66 0.73
H -1.55 -0.54 4.31
H -1.70 -2.23 4.78
H -3.86 -2.75 2.01
H -4.97 -2.92 3.37
H -3.35 -3.61 3.47
H -3.55 0.67 3.42
H -4.82 -0.25 2.61
H -4.63 1.86 0.99
H -3.21 2.32 0.01
H -3.17 2.50 1.78
H -5.13 -0.53 0.25
H -3.96 -1.82 -0.18
H -3.95 -0.30 -1.07
H -3.47 -0.48 5.64
H -3.83 -2.19 5.69
H -7.13 -2.59 4.15
H -6.57 -1.29 3.06
H -7.97 -1.03 4.13
H -5.10 1.60 5.41
H -6.87 1.52 5.39
H -5.94 1.20 3.91
C 7.55 -2.96 -2.23
C 6.77 -4.17 -1.72
C 6.57 -5.17 -2.85
C 5.79 -6.38 -2.36
C 4.48 -5.94 -1.77
C 3.38 -6.76 -1.81
C 2.18 -6.34 -1.24
F 1.12 -7.18 -1.31
C 2.07 -5.14 -0.61
C 3.18 -4.29 -0.56
C 3.04 -3.00 0.16
O 2.05 -2.78 0.84
C 4.18 -2.12 0.03
C 5.31 -2.58 -0.56
N 5.46 -3.79 -1.15
C 4.38 -4.68 -1.16
C 4.18 -0.65 0.42
O 5.24 -0.14 0.78
O 3.09 -0.03 0.17
H 8.39 -3.32 -2.83
H 7.96 -2.35 -1.43
H 6.91 -2.33 -2.85
H 7.36 -4.66 -0.93
H 7.54 -5.46 -3.24
H 6.02 -4.68 -3.66
H 6.39 -6.90 -1.60
H 5.62 -7.09 -3.17
H 3.43 -7.73 -2.29
H 1.14 -4.81 -0.17
H 6.15 -1.91 -0.58
C -5.56 2.85 -7.02
C -4.70 2.02 -6.10
C -4.09 2.59 -4.99
C -3.29 1.84 -4.14
C -3.08 0.50 -4.43
C -3.69 -0.10 -5.52
C -4.49 0.67 -6.35
S -2.04 -0.51 -3.36
C -0.49 0.15 -3.99
O -2.15 -1.90 -3.88
H -5.65 3.87 -6.66
H -6.56 2.43 -7.11
H -5.13 2.88 -8.03
H -4.25 3.65 -4.77
H -2.83 2.30 -3.26
H -3.52 -1.15 -5.69
H -4.97 0.21 -7.21
H -0.42 -0.15 -5.04
H 0.32 -0.29 -3.40
H -0.48 1.23 -3.87
O -1.82 3.25 -1.76
C -0.78 2.66 -1.42
O -0.75 1.39 -1.20
C 0.47 3.45 -1.26
C 1.79 2.80 -0.85
C 2.93 3.70 -1.23
C 2.76 5.03 -1.32
C 1.50 5.68 -1.23
C 0.41 4.83 -1.32
N 3.95 5.86 -1.63
O 3.80 7.06 -1.73
O 5.03 5.31 -1.77
H 2.73 1.09 -0.94
H 3.88 3.23 -1.46
H 1.42 6.75 -1.29
H -0.58 5.25 -1.47
O 1.96 1.50 -1.39
C 1.52 2.74 0.63
N 1.83 3.77 1.43
C 0.96 3.69 2.61
C 0.36 2.26 2.41
O -0.38 1.73 3.20
N 0.80 1.78 1.20
C 1.72 3.73 3.92
C 1.00 3.71 5.12
C 1.67 3.72 6.33
C 3.06 3.74 6.37
C 3.77 3.74 5.18
C 3.11 3.74 3.96
C -0.11 4.76 2.48
C 0.04 6.01 3.07
C -0.89 7.01 2.82
C -1.96 6.78 1.97
C -2.11 5.54 1.37
C -1.19 4.54 1.62
H 1.99 4.68 0.99
H -0.08 3.68 5.08
H 1.10 3.70 7.25
H 3.58 3.74 7.31
H 4.86 3.74 5.19
H 3.66 3.72 3.03
H 0.88 6.19 3.73
H -0.76 7.98 3.29
H -2.67 7.57 1.77
H -2.92 5.35 0.68
H -1.29 3.59 1.12
F 1.44 -5.63 -6.00
C 1.31 -4.73 -5.00
C 2.08 -3.58 -4.97
F 2.98 -3.37 -5.96
C 1.95 -2.67 -3.94
F 2.73 -1.57 -3.96
C 1.04 -2.83 -2.87
O 0.93 -1.99 -1.91
C 0.28 -4.02 -2.94
F -0.60 -4.29 -1.96
C 0.41 -4.94 -3.97
F -0.35 -6.05 -3.98

Output
2S+1   1
Charge   -2
Energy   -11328.00648 Ha
HOMO   -0.084 Eh
Energy above the lowest of the compared OMol25 structures with the same formula, charge and spin   52.4 kcal per mole

Here are the Löwdin charges for atoms 1 to 2, given in e: number 1, Sn, carries 1.450; number 2, C, carries -0.337

***

DFT (wB97M-V/def2-TZVPD) results for a cluster of 2 separate species, C2H9NS in total.

Geometry (Å):
C -1.39 0.75 -0.69
C -0.59 -0.43 -0.19
N 0.44 -0.80 -1.16
H -2.09 1.07 0.08
H -0.73 1.60 -0.87
H -1.85 0.53 -1.65
H -0.12 -0.14 0.75
H -1.31 -1.25 0.01
H -0.01 -1.22 -1.97
H 1.04 -1.53 -0.79
S 2.57 0.82 2.57
H 2.68 -0.35 1.92
H 1.36 0.96 2.00

Output
2S+1   1
Charge   0
Energy   -534.51792 Ha
HOMO   -0.349 Eh
Structure (SMILES)   CCN.S
Energy above the lowest of the compared OMol25 structures with the same formula, charge and spin   7.4 kcal per mole

Here are the Löwdin charges for atoms 1 to 2, given in e: number 1, C, carries -0.117; number 2, C, carries -0.363

***

DFT (wB97M-V/def2-TZVPD) results for the molecule CH3Cl2OP at a distorted geometry.

Geometry (Å):
C -0.89 0.11 1.06
O 0.50 -0.13 -1.72
P 0.38 -0.11 -0.02
Cl 1.85 1.21 0.36
Cl 1.14 -1.96 0.02
H -1.48 -0.69 1.22
H -1.42 0.96 1.04
H -0.08 0.61 -1.96

Output
2S+1   3
Charge   0
Energy   -1376.73153 Ha
HOMO (spin up / spin down)   -0.171 / -0.413 Eh
Energy above the lowest of the compared OMol25 structures with the same formula, charge and spin   47.5 kcal per mole
<S²>   2.004

Here are the Löwdin charges for atoms 1 to 2, given in e: number 1, C, carries -0.168; number 2, O, carries -0.402

***

DFT (wB97M-V/def2-TZVPD) results for a structure of composition CClNa2O7 at a distorted geometry.

Geometry (Å):
Na -2.72 -0.58 -0.27
Na 1.54 -2.73 -1.58
Cl 0.38 0.48 -1.90
O 1.17 -0.41 -2.80
O 0.80 0.06 -0.66
O 0.40 1.91 -2.29
O -0.93 0.17 -1.81
C -0.09 0.18 2.79
O -0.34 -0.69 3.54
O 0.52 1.20 3.23
O -0.73 0.41 1.76

Output
2S+1   2
Charge   0
Energy   -1349.23073 Ha
HOMO (spin up / spin down)   -0.285 / -0.289 Eh
<S²>   0.758

Here are the Löwdin charges for atoms 1 to 2, given in e: number 1, Na, carries 0.815; number 2, Na, carries 0.861